# 1
66
Properties=species:S:1:pos:R:3:forces:R:3 method="wB97M-V/def2-TZVPD" energy_ha=-2021.9639 orbital_gap_ev="4.4 / 4.8" homo_energy_ha="-0.4373 / -0.4442" lumo_energy_ev="-7.478 / -7.294" charge=+2 spin_multiplicity=1
Ru 1.9646 -0.5590 0.7863 0.2 0.1 0.2
C -9.3022 3.2220 -0.2475 0.0 0.0 0.0
O -8.7538 3.4455 -1.5598 0.0 0.0 0.0
C -7.6146 2.9005 -1.9081 0.0 0.0 0.0
C -7.1845 3.1790 -3.2244 0.0 0.0 0.0
C -6.0180 2.6451 -3.6793 0.0 0.0 0.0
C -5.2418 1.8273 -2.8255 0.1 -0.1 0.0
C -5.6702 1.5446 -1.5098 -0.1 0.0 0.0
C -6.8417 2.0748 -1.0524 0.0 0.0 0.0
N -4.0931 1.3366 -3.3664 0.2 0.1 -0.3
N -3.3188 0.5994 -2.8113 -0.4 -0.2 0.5
C -2.4101 0.0502 -2.1191 0.1 0.0 -0.3
C -2.3674 -1.4119 -2.0275 0.0 0.0 0.0
C -1.4123 -2.0351 -1.3260 0.0 0.1 0.0
C -0.3698 -1.2661 -0.6663 -0.1 0.1 0.0
O 0.5260 -1.7950 0.0216 0.0 -0.1 -0.1
C -0.3757 0.1765 -0.7725 0.0 -0.1 0.0
N 0.6370 0.7816 -0.1199 0.0 0.0 0.0
C 0.6708 2.1245 -0.1510 0.0 0.0 0.0
C -0.2792 2.8781 -0.8143 0.1 0.0 0.0
C -1.3225 2.2495 -1.4851 0.0 -0.1 0.0
C -1.3732 0.8672 -1.4618 0.0 0.0 0.0
H -10.2333 3.7761 -0.2304 0.0 0.0 0.0
H -8.6266 3.6079 0.5147 0.0 0.0 0.0
H -9.4987 2.1613 -0.0968 0.0 0.0 0.0
H -7.8057 3.8089 -3.8452 0.0 0.0 0.0
H -5.6659 2.8318 -4.6850 0.0 0.0 0.0
H -5.0825 0.9016 -0.8662 0.0 0.0 0.0
H -7.1786 1.8574 -0.0503 0.0 0.0 0.0
H -3.1428 -1.9644 -2.5406 0.0 0.0 0.0
H -1.3850 -3.1128 -1.2365 0.0 0.0 0.0
H 1.4940 2.5885 0.3757 0.0 0.0 0.0
H -0.1984 3.9558 -0.8080 0.0 0.0 0.0
H -2.0649 2.8351 -2.0125 0.0 0.0 0.0
C 3.5674 -5.6237 3.0773 0.0 0.0 0.0
C 4.0600 -4.6155 3.8949 0.0 0.0 0.0
C 3.8254 -3.2856 3.5872 0.0 0.0 0.0
C 3.0967 -2.9566 2.4456 0.0 0.0 -0.1
C 2.5928 -3.9673 1.6307 0.0 0.0 0.0
C 2.8297 -5.2948 1.9482 0.0 0.0 0.0
N 2.8191 -1.6113 2.1324 0.1 -0.1 0.2
C 3.7404 -0.5789 2.3160 -0.1 0.0 -0.1
C 5.1395 -0.7038 2.1319 0.0 0.0 0.0
C 5.9189 0.4225 2.1018 0.0 0.0 0.0
C 5.3527 1.7099 2.2075 0.0 0.0 0.0
C 4.0044 1.8470 2.4019 0.0 0.0 0.0
C 3.1777 0.7052 2.4875 -0.1 -0.1 -0.2
H 3.7528 -6.6603 3.3226 0.0 0.0 0.0
H 4.6253 -4.8660 4.7825 0.0 0.0 0.0
H 4.1938 -2.5017 4.2374 0.0 0.0 0.0
H 2.0066 -3.7025 0.7598 0.0 0.0 0.0
H 2.4384 -6.0777 1.3121 0.0 0.0 0.0
H 5.5779 -1.6897 2.0495 0.0 0.0 0.0
H 6.9911 0.3232 1.9897 0.0 0.0 0.0
H 5.9929 2.5809 2.1832 0.0 0.0 0.0
H 3.5766 2.8271 2.5706 0.0 0.0 0.0
H 2.1848 0.7827 2.9180 0.0 0.0 0.1
C 4.1927 -1.9490 -1.1555 0.0 0.0 0.0
S 3.0599 -0.5541 -1.2246 0.0 0.0 0.0
C 4.2356 0.8053 -1.2130 0.0 0.0 0.0
H 4.8557 -1.8469 -0.2991 0.0 0.0 0.0
H 4.7613 -1.9807 -2.0831 0.0 0.0 0.0
H 3.5974 -2.8536 -1.0555 0.0 0.0 0.0
H 4.8791 0.7195 -2.0870 0.0 0.0 0.0
H 4.8224 0.7813 -0.2973 0.0 0.0 0.0
H 3.6702 1.7328 -1.2720 0.0 0.0 0.0

***

# 2
34
Properties=species:S:1:pos:R:3:forces:R:3 method="wB97M-V/def2-TZVPD" energy_ha=-1772.8973 orbital_gap_ev="6.1 / 6.1" homo_energy_ha="-0.3937 / -0.3936" lumo_energy_ev="-4.617 / -4.616" de_lowest_kcal_mol=6.6 charge=+1 spin_multiplicity=1
W -0.3335 0.3791 -0.6570 -0.5 -0.2 0.0
N -0.7571 4.3174 -2.5729 0.0 0.1 0.0
C -0.4570 3.0536 -2.2805 -0.1 0.0 -0.1
S -0.0035 2.6628 -0.6079 0.2 0.0 0.2
N -0.4054 2.1560 -3.2185 -0.1 -0.1 -0.1
N -0.1407 0.9097 -2.7030 0.9 0.4 0.1
C 0.7615 0.1870 -3.2966 -0.4 -0.1 -0.1
C 0.9697 -1.1506 -2.7891 0.2 -0.1 -0.3
C 1.6782 -2.1233 -3.4837 -0.2 -0.1 0.2
C 1.7151 -3.4058 -2.9606 0.0 0.1 0.0
C 1.0797 -3.6577 -1.7513 -0.1 0.1 0.1
C 0.4535 -2.6258 -1.0717 0.1 -0.3 0.1
N 0.3881 -1.3905 -1.5855 0.6 0.5 -0.1
H -0.7235 5.0384 -1.8747 0.0 0.0 0.0
H -0.9540 4.5725 -3.5270 0.0 0.0 0.0
H 1.3315 0.5697 -4.1372 -0.2 0.0 -0.1
H 2.1655 -1.8790 -4.4164 0.0 0.0 0.0
H 2.2300 -4.1987 -3.4836 0.0 0.0 0.0
H 1.0884 -4.6445 -1.3146 0.0 0.0 0.0
H -0.0049 -2.7640 -0.1015 0.1 0.0 0.0
O -3.4412 0.2557 1.8012 0.1 -0.1 0.1
C -2.2700 0.1798 1.6898 0.0 0.2 -0.7
O -1.7664 -0.0193 0.3389 -0.3 -0.2 0.4
C -1.2253 0.2719 2.7194 -0.1 -0.1 0.3
C -1.7847 0.3813 4.0103 0.1 0.0 -0.1
C -0.9985 0.4449 5.1344 0.1 0.0 0.0
C 0.3850 0.3884 4.9923 0.0 0.0 0.0
C 0.9532 0.2803 3.7417 -0.1 0.0 -0.1
C 0.1730 0.2222 2.5763 0.1 0.3 0.3
S 1.1503 -0.0360 1.1227 -0.2 -0.5 -0.2
H -2.8619 0.4170 4.0901 0.0 0.0 0.0
H -1.4512 0.5365 6.1107 0.0 0.0 0.0
H 1.0271 0.4334 5.8615 0.0 0.0 0.0
H 2.0291 0.2374 3.6440 0.0 0.0 0.0

***

# 3
95
Properties=species:S:1:pos:R:3:forces:R:3 method="wB97M-V/def2-TZVPD" energy_ha=-3111.2719 orbital_gap_ev="4.0 / 3.7" s2=0.7877 homo_energy_ha="-0.5679 / -0.5679" lumo_energy_ev="-11.478 / -11.739" de_lowest_kcal_mol=86.0 charge=+3 spin_multiplicity=2
W 0.2011 -0.1223 0.0411 -2.6 -0.9 1.1
C 0.9542 3.7812 -1.1656 0.3 -0.1 0.0
C -0.2524 2.9475 -1.4077 -0.3 0.2 0.1
C -1.4829 3.4630 -1.8127 0.6 -0.3 0.3
C -2.2776 2.3714 -2.0851 0.4 -0.2 0.3
N -1.5749 1.2559 -1.8460 -0.2 0.5 -0.3
N -0.3041 1.5861 -1.3941 -0.3 -0.4 0.0
B -1.9357 -0.1870 -2.2534 -0.3 -0.1 -0.2
N -0.6502 -0.7915 -2.8435 0.2 0.0 -0.1
C -0.4487 -1.2384 -4.0941 0.2 0.2 0.6
C 0.8417 -1.6961 -4.1911 0.0 0.2 0.6
C 1.4118 -1.5001 -2.9314 0.0 -0.1 -0.1
C 2.8027 -1.8917 -2.5976 0.2 0.1 0.2
N 0.5027 -0.9205 -2.1016 -0.7 0.2 0.0
N -2.2939 -1.0549 -0.9900 -0.4 -0.5 -0.2
C -3.4974 -1.5677 -0.6816 0.5 0.2 0.1
C -3.3298 -2.5722 0.2463 0.6 0.1 0.0
C -1.9530 -2.6490 0.4715 0.0 0.0 0.3
C -1.2311 -3.6553 1.2879 0.1 0.0 0.1
N -1.3206 -1.7054 -0.2646 -0.4 0.8 -0.8
N -3.0673 -0.2898 -3.2315 0.1 -1.0 0.1
C -3.5338 -1.4657 -3.7734 0.0 0.2 0.1
C -4.5085 -1.1544 -4.6718 0.1 0.4 0.1
C -4.6080 0.2648 -4.6380 0.8 -0.8 0.7
C -5.5132 1.1222 -5.4201 -0.2 0.6 -0.1
N -3.7331 0.7449 -3.7625 -0.6 0.9 -0.7
H 0.6596 4.8251 -1.0770 0.0 0.0 0.0
H 1.6207 3.6981 -2.0277 0.0 0.1 0.0
H 1.5239 3.5000 -0.2792 -0.1 0.1 0.0
H -1.7479 4.4970 -1.8951 0.0 0.2 -0.2
H -3.2689 2.3087 -2.4915 -0.1 -0.1 -0.1
H -1.2223 -1.1996 -4.8335 -0.2 0.0 -0.1
H 1.3171 -2.1095 -5.0545 0.2 -0.2 -0.2
H 3.0018 -2.8779 -3.0137 0.0 -0.1 0.1
H 2.9875 -1.9086 -1.5266 0.1 -0.1 -0.1
H 3.5161 -1.2053 -3.0606 0.0 0.0 0.0
H -4.3986 -1.2083 -1.1371 -0.1 0.1 -0.3
H -4.0894 -3.1864 0.6822 -0.1 -0.2 0.1
H -1.9419 -4.3747 1.6851 0.0 0.0 0.0
H -0.6866 -3.2174 2.1248 0.0 0.0 0.0
H -0.5152 -4.1913 0.6645 0.0 0.0 0.0
H -3.1354 -2.4178 -3.4838 0.1 -0.2 0.1
H -5.0869 -1.8200 -5.2757 -0.1 -0.2 -0.1
H -6.0971 0.5290 -6.1176 0.0 0.1 0.0
H -4.9494 1.8802 -5.9660 0.0 -0.1 -0.1
H -6.1938 1.6655 -4.7620 -0.1 -0.1 0.0
O -1.3578 0.6558 0.6898 -0.7 0.5 0.6
C -2.2018 0.8591 1.7240 -0.1 -0.1 0.8
C -3.3818 1.5798 1.5685 0.5 -0.3 -0.7
C -4.1952 1.8257 2.6621 0.2 -0.1 0.1
C -3.8575 1.3510 3.9288 0.0 -0.1 0.2
C -2.6993 0.6290 4.1012 -0.1 0.0 0.0
C -1.8464 0.3705 3.0114 0.4 0.0 -0.5
C -0.6615 -0.3929 3.1740 -0.6 0.6 -0.3
N 0.1550 -0.6637 2.1828 1.7 -0.7 -1.4
N 1.2118 -1.4816 2.5431 -0.2 -0.2 -0.2
C 1.7854 -2.0226 1.5065 -0.6 0.2 1.5
O 1.3613 -1.6366 0.2958 0.2 0.2 0.4
C 2.8179 -3.0193 1.6777 0.4 -0.5 -0.4
C 3.2992 -3.7257 0.5663 -0.2 0.3 0.2
C 4.2659 -4.6939 0.7279 0.1 -0.1 0.1
C 4.7364 -4.9958 1.9998 -0.1 0.1 -0.1
C 4.2517 -4.3165 3.1121 0.0 0.0 0.0
C 3.3031 -3.3286 2.9598 -0.3 0.2 -0.2
H -3.6459 1.9520 0.5890 0.0 0.0 -0.1
H -5.0930 2.4107 2.5334 -0.1 0.0 -0.1
H -4.5056 1.5515 4.7693 0.0 0.0 0.0
H -2.4296 0.2529 5.0756 0.0 0.0 0.2
H -0.4013 -0.7927 4.1511 0.0 -0.1 -0.1
H 2.8778 -3.5392 -0.4085 0.0 0.0 -0.1
H 4.6507 -5.2206 -0.1310 0.0 -0.1 -0.1
H 5.4753 -5.7690 2.1252 0.1 -0.1 0.0
H 4.6190 -4.5653 4.0962 0.0 0.0 0.1
H 2.9099 -2.7989 3.8127 0.0 0.0 0.1
N -1.9025 5.6959 2.7366 -0.5 0.5 0.0
C -1.0932 4.8949 2.8292 0.1 -0.1 0.0
C -0.1219 3.8578 2.8479 0.5 -0.5 0.0
C 0.8312 3.7125 3.8535 -0.1 -0.1 -0.3
C 1.7246 2.6564 3.7401 0.0 0.0 -0.1
C 1.6452 1.8081 2.6493 0.1 -0.2 -0.2
N 0.7167 1.9250 1.6791 0.2 0.4 0.3
C -0.1397 2.9455 1.7945 0.0 -0.2 -0.3
H 0.8780 4.4113 4.6758 0.0 0.0 0.1
H 2.4830 2.4971 4.4902 0.1 0.0 0.0
H 2.3527 0.9864 2.5383 -0.2 0.1 0.1
H -0.8763 3.0687 1.0102 0.0 -0.1 0.0
Te 2.6098 0.8377 -0.6783 3.1 1.4 -1.4
C 4.6050 1.2529 -0.0282 -0.8 -0.5 -0.4
C 5.1678 1.7598 1.1237 -0.2 -0.1 0.2
C 6.5364 2.0094 0.9937 0.1 0.0 -0.2
C 7.0231 1.6889 -0.2567 -0.5 0.0 0.3
S 5.8209 1.0947 -1.2874 -0.5 0.0 0.1
H 4.6145 1.9577 2.0221 -0.1 0.0 0.2
H 7.1514 2.4188 1.7757 0.1 0.0 0.1
H 8.0367 1.7846 -0.5998 0.2 0.0 -0.1